Entry 1:
Molecular formula: C27H29Br4N3O6SSiTl
Method: DFT, ωB97M-V/def2-TZVPD

Output
Largest force on an atom in eV Å⁻¹: 1.08
Spin multiplicity: 1
Total charge: -1
LUMO in eV: 1.37
Energy relative to the best compared isomer or geometry (same formula, charge and spin) in kcal/mol: 26.7
Gap between HOMO and LUMO in eV: 5.7
Calculated total energy in eV: -348800.0922
Molecular weight in g/mol: 1075.7

Last column: Löwdin charge in e.
Element x y z (Å)
Tl 0.390 0.476 0.654  1.008
C -1.117 2.429 0.261  -0.273
C -0.912 3.016 1.550  -0.205
C -1.712 2.336 2.458  -0.192
C -2.430 1.325 1.770  -0.166
C -2.105 1.394 0.418  -0.220
H -0.813 2.875 -0.677  0.076
H -0.251 3.844 1.764  0.084
H -1.755 2.523 3.522  0.083
H -3.115 0.616 2.214  0.091
H -2.513 0.791 -0.378  0.092
Br 2.494 -5.168 -3.531  0.660
C 1.446 -3.881 -2.615  -0.773
C 0.108 -3.712 -2.914  -0.776
Br -0.721 -4.768 -4.248  0.659
C -0.644 -2.757 -2.208  -0.644
Br -2.474 -2.450 -2.593  0.723
C -0.096 -1.968 -1.199  -0.431
O -0.777 -1.073 -0.545  -0.221
C 1.303 -2.153 -0.874  -0.442
O 1.811 -1.423 0.066  -0.274
C 2.027 -3.096 -1.605  -0.617
Br 3.861 -3.263 -1.129  0.759
C 6.383 -3.246 -5.862  -0.088
C 6.028 -3.166 -4.390  -0.304
S 6.712 -0.626 -4.162  0.917
O 7.499 0.115 -3.173  -0.453
O 6.777 -2.172 -3.653  -0.380
C 4.973 -0.313 -3.723  -0.271
C 4.779 1.131 -3.285  -0.156
N 3.427 1.308 -2.748  0.063
C 3.061 1.070 -1.467  -0.278
N 1.755 1.275 -1.305  0.074
C 1.260 1.674 -2.498  -0.009
C 2.272 1.687 -3.410  -0.133
N 2.165 1.938 -4.807  -0.337
O 1.144 2.469 -5.192  0.092
O 3.138 1.718 -5.516  0.061
C 3.993 0.660 -0.387  0.026
H 5.846 -4.088 -6.303  0.081
H 7.453 -3.406 -5.998  0.080
H 6.097 -2.348 -6.409  0.062
H 6.276 -4.095 -3.882  0.121
H 4.960 -2.996 -4.241  0.078
H 4.713 -1.003 -2.916  0.064
H 4.364 -0.532 -4.603  0.098
H 4.905 1.818 -4.113  0.118
H 5.493 1.392 -2.510  0.111
H 0.214 1.871 -2.664  0.132
H 4.948 0.313 -0.772  0.085
H 3.523 -0.155 0.167  0.054
H 4.174 1.495 0.295  0.101
C 0.316 -2.211 2.922  -0.192
Si 0.996 -0.476 2.941  0.544
C 0.437 0.486 4.450  -0.215
C 2.878 -0.462 2.943  -0.306
C 3.638 -1.553 2.517  -0.108
C 5.025 -1.494 2.491  -0.087
C 5.682 -0.341 2.898  -0.100
C 4.946 0.753 3.333  -0.103
C 3.560 0.687 3.354  -0.114
H 0.613 -2.732 3.838  0.038
H 0.695 -2.755 2.057  0.027
H -0.773 -2.197 2.861  0.038
H 1.038 0.186 5.313  0.033
H -0.615 0.292 4.665  0.029
H 0.546 1.559 4.298  0.018
H 3.141 -2.441 2.148  0.094
H 5.592 -2.344 2.131  0.100
H 6.764 -0.293 2.870  0.097
H 5.452 1.657 3.650  0.096
H 2.997 1.556 3.682  0.099



Entry 2:
Molecular formula: C27H29F3N3
Method: DFT, ωB97M-V/def2-TZVPD

Output
Largest force on an atom in eV Å⁻¹: 6.32
Spin multiplicity: 1
Total charge: +1
LUMO in eV: -4.78
Gap between HOMO and LUMO in eV: 5.7
Calculated total energy in eV: -41076.0117
Molecular weight in g/mol: 452.5

Last column: Löwdin charge in e.
Element x y z (Å)
C -1.672 -3.652 1.810  -0.097
C -2.627 -2.780 2.869  -0.257
N -2.336 -1.299 2.862  -0.044
C -1.241 -0.889 3.812  -0.086
C -0.676 -1.713 5.107  0.058
C 0.522 -1.061 6.073  0.051
N 1.081 0.309 5.750  0.032
C 0.618 1.163 4.562  -0.079
C 1.354 2.625 4.390  -0.114
C 0.826 3.713 5.536  -0.174
N 1.073 5.069 5.331  0.050
C -0.552 0.609 3.540  0.106
H -1.168 -2.938 1.002  0.081
H -0.896 -4.341 2.351  0.079
H -2.379 -4.375 1.176  0.092
H -2.663 -3.277 3.933  0.107
H -3.731 -2.902 2.429  0.137
H -3.230 -0.789 3.041  0.140
H -1.117 -2.762 5.377  0.100
H 0.937 -1.612 7.034  0.143
H 1.819 0.708 6.403  0.162
H 1.187 3.126 3.335  0.133
H 2.519 2.493 4.598  0.139
H 0.287 3.383 6.526  0.123
H 0.709 5.637 6.134  0.060
H -0.909 1.270 2.641  0.101
F -3.262 3.758 0.230  0.065
C -2.531 4.651 0.911  -0.287
C -2.482 5.970 0.474  -0.008
C -1.726 6.902 1.185  -0.069
C -1.018 6.501 2.320  -0.084
C -1.069 5.173 2.748  -0.092
C -1.834 4.245 2.043  -0.027
H -3.032 6.262 -0.415  0.121
H -1.687 7.937 0.856  0.111
H -0.424 7.227 2.872  0.105
H -0.514 4.863 3.630  0.048
H -1.893 3.211 2.367  0.082
F 1.280 -2.812 0.148  0.044
C 1.026 -2.222 -1.027  -0.304
C 0.981 -2.992 -2.184  -0.009
C 0.712 -2.379 -3.408  -0.065
C 0.500 -1.000 -3.462  -0.086
C 0.552 -0.234 -2.297  -0.082
C 0.811 -0.849 -1.072  -0.031
H 1.157 -4.062 -2.123  0.119
H 0.667 -2.974 -4.317  0.091
H 0.294 -0.521 -4.417  0.102
H 0.391 0.840 -2.342  0.105
H 0.846 -0.270 -0.155  0.104
F 0.039 -3.631 -6.541  0.051
C 1.033 -3.605 -7.438  -0.293
C 1.276 -4.726 -8.224  -0.017
C 2.308 -4.698 -9.162  -0.079
C 3.094 -3.551 -9.296  -0.094
C 2.846 -2.432 -8.499  -0.081
C 1.807 -2.457 -7.569  -0.022
H 0.660 -5.611 -8.100  0.116
H 2.501 -5.567 -9.786  0.107
H 3.902 -3.530 -10.024  0.103
H 3.462 -1.542 -8.602  0.106
H 1.594 -1.593 -6.948  0.108



Entry 3:
Molecular formula: C27H29N7O3S3Sn
Method: DFT, ωB97M-V/def2-TZVPD

Output
Largest force on an atom in eV Å⁻¹: 0.20
Spin multiplicity: 1
LUMO in eV: -0.28
Energy relative to the best compared isomer or geometry (same formula, charge and spin) in kcal/mol: 0.0
Gap between HOMO and LUMO in eV: 7.4
Calculated total energy in eV: -83379.0346
Molecular weight in g/mol: 714.5

Last column: Löwdin charge in e.
Element x y z (Å)
Sn -1.498 1.136 -0.300  0.694
N 1.103 0.844 1.942  0.034
N 0.957 2.203 2.291  -0.018
C -0.238 2.649 2.768  -0.461
N -0.448 3.961 2.630  0.204
N -1.006 1.732 3.342  0.130
N -2.213 2.116 3.846  -0.443
O -2.506 3.299 4.043  0.008
O -2.970 1.202 4.115  0.033
H 1.752 0.404 2.585  0.091
H 1.512 0.795 1.014  0.000
H 1.479 2.868 1.734  0.086
H 0.091 4.470 1.946  0.093
H -1.280 4.343 3.051  0.087
S -2.425 0.801 -2.582  0.466
C -1.160 -0.132 -3.402  -0.687
C -1.382 -0.474 -4.740  -0.134
C -0.444 -1.186 -5.464  -0.099
C 0.742 -1.581 -4.855  -0.100
C 0.973 -1.251 -3.533  -0.147
C 0.038 -0.522 -2.793  -0.675
S 0.442 -0.149 -1.119  0.509
H -2.310 -0.167 -5.206  0.096
H -0.640 -1.437 -6.499  0.099
H 1.481 -2.147 -5.407  0.100
H 1.893 -1.555 -3.048  0.093
S -3.914 -4.759 2.283  1.031
C -3.291 -3.233 1.656  -0.495
C -2.750 -2.231 2.454  -0.035
C -2.324 -1.063 1.853  -0.118
N -2.431 -0.856 0.537  -0.123
C -2.952 -1.815 -0.233  -0.127
C -3.390 -3.014 0.283  -0.075
C -3.225 -4.808 3.919  -0.547
C -1.872 -5.042 4.125  -0.081
C -1.409 -5.107 5.429  -0.135
N -2.192 -4.974 6.499  0.066
C -3.485 -4.760 6.286  -0.136
C -4.052 -4.664 5.020  -0.078
H -2.662 -2.335 3.525  0.115
H -1.884 -0.264 2.441  0.069
H -3.011 -1.595 -1.293  0.084
H -3.796 -3.771 -0.374  0.110
H -1.195 -5.169 3.291  0.114
H -0.358 -5.282 5.625  0.108
H -4.107 -4.652 7.167  0.109
H -5.110 -4.474 4.901  0.107
C 4.696 0.117 -3.839  -0.039
C 3.887 1.151 -3.108  -0.246
C 2.716 1.651 -3.657  -0.012
C 1.929 2.565 -2.976  -0.209
C 0.644 3.023 -3.614  -0.037
C 2.335 2.992 -1.696  -0.127
C 1.451 3.901 -0.967  -0.174
O 1.505 4.151 0.228  -0.017
C 3.535 2.515 -1.131  -0.191
C 4.048 2.953 0.215  -0.031
C 4.287 1.605 -1.855  -0.004
H 4.484 0.132 -4.907  0.080
H 4.454 -0.881 -3.466  0.082
H 5.764 0.273 -3.691  0.080
H 2.390 1.301 -4.630  0.121
H 0.542 2.577 -4.603  0.086
H 0.603 4.107 -3.730  0.087
H -0.231 2.714 -3.038  0.047
H 0.664 4.385 -1.565  0.126
H 3.946 4.026 0.367  0.085
H 5.098 2.680 0.314  0.081
H 3.501 2.467 1.026  0.068
H 5.217 1.239 -1.433  0.120



Entry 4:
Molecular formula: C27H29NOPPbS3Se2
Method: DFT, ωB97M-V/def2-TZVPD

Output
Largest force on an atom in eV Å⁻¹: 0.35
Spin multiplicity: 1
Total charge: -1
LUMO in eV: 2.16
Gap between HOMO and LUMO in eV: 6.1
Calculated total energy in eV: -209744.3997
Molecular weight in g/mol: 875.8

Last column: Löwdin charge in e.
Element x y z (Å)
Pb 0.744 0.847 0.524  0.855
C -1.567 2.327 3.757  -0.547
C -0.926 3.654 3.385  -0.521
S 0.484 3.515 2.249  0.809
C 0.106 4.812 1.030  -0.520
C -1.291 4.826 0.421  -0.513
S -1.737 3.244 -0.352  0.796
C -3.403 2.973 0.293  -0.542
C -3.559 2.656 1.786  -0.520
S -2.383 1.420 2.414  0.789
H -0.815 1.622 4.118  0.064
H -2.286 2.491 4.562  0.071
H -1.654 4.311 2.918  0.042
H -0.570 4.150 4.290  0.072
H 0.319 5.780 1.488  0.075
H 0.840 4.618 0.247  0.037
H -2.064 5.086 1.145  0.059
H -1.299 5.587 -0.361  0.073
H -4.019 3.839 0.041  0.073
H -3.748 2.126 -0.301  0.048
H -3.460 3.555 2.393  0.059
H -4.558 2.251 1.947  0.065
Se -2.232 -0.633 -1.359  0.174
P -0.705 -2.111 -1.567  0.102
Se 1.325 -1.681 -0.929  0.250
C -0.634 -2.612 -3.340  -0.385
C -1.822 -2.809 -4.044  -0.119
C -1.795 -3.155 -5.388  -0.092
C -0.580 -3.282 -6.053  -0.105
C 0.603 -3.059 -5.367  -0.093
C 0.578 -2.729 -4.015  -0.118
C -1.262 -3.652 -0.720  -0.381
C -2.579 -4.082 -0.887  -0.118
C -3.039 -5.217 -0.235  -0.093
C -2.196 -5.923 0.616  -0.105
C -0.893 -5.489 0.805  -0.092
C -0.426 -4.359 0.139  -0.114
H -2.772 -2.658 -3.547  0.067
H -2.726 -3.305 -5.921  0.097
H -0.562 -3.548 -7.104  0.094
H 1.552 -3.129 -5.887  0.098
H 1.500 -2.552 -3.477  0.037
H -3.257 -3.505 -1.504  0.069
H -4.063 -5.540 -0.376  0.097
H -2.561 -6.801 1.137  0.094
H -0.237 -6.022 1.485  0.098
H 0.588 -4.014 0.293  0.041
N 7.340 -0.004 4.607  0.121
C 6.384 0.141 3.982  -0.202
C 5.181 0.323 3.204  -0.259
C 5.179 0.060 1.834  -0.053
C 4.013 0.230 1.103  -0.140
C 2.814 0.664 1.688  -0.335
C 2.857 0.920 3.061  -0.166
C 4.006 0.757 3.818  -0.055
H 6.094 -0.272 1.355  0.109
H 4.039 0.010 0.038  0.077
H 1.959 1.263 3.571  0.062
H 4.007 0.959 4.882  0.108
C 1.909 1.514 -2.600  -0.133
C 1.611 2.221 -1.294  -0.536
O 1.713 3.435 -1.259  -0.094
H 2.129 2.231 -3.398  0.067
H 1.050 0.893 -2.876  0.053
H 2.754 0.832 -2.461  0.052